Entry from the OMol25 dataset: C6H10N2 in the gas phase (wB97M-V/def2-TZVPD).

Atoms and positions in Å:
C -0.217 1.897 1.734
C -0.029 0.935 0.583
C 0.798 1.454 -0.435
C 0.633 1.146 -1.713
C -0.512 -2.466 0.106
C 0.545 -1.816 -0.784
H 0.693 2.676 1.947
H -1.261 2.555 1.396
H -0.518 1.434 2.761
H 1.573 2.254 -0.156
H -0.291 0.494 -1.972
H 1.112 1.760 -2.436
H -1.134 -3.336 -0.190
H 0.030 -2.652 1.131
H 1.533 -1.470 -0.269
H 0.672 -1.945 -1.865
N -0.676 -0.148 0.681
N -0.712 -1.091 -0.293

As for the energy relative to the best compared isomer or geometry (same formula, charge and spin): 455.4 kJ/mol. As for the orbital gap: 9.31 eV. The total energy is -343.9633 a.u. The strongest force on any atom comes out at 3.82 eV Å⁻¹. For the HOMO energy, the calculation gives -8.571 eV. The SMILES is C=C/C(C)=N\N1CC1.



Entry from the OMol25 dataset: a molecular structure, C28H42CaNO24 (wB97M-V/def2-TZVPD).

Atoms and positions in Å:
Ca -0.713 20.181 20.792
N -1.496 22.815 21.935
O -1.587 23.863 22.553
O -2.503 22.157 21.591
O -0.354 22.317 21.672
C 5.328 21.123 17.579
C 4.582 20.933 18.873
C 4.344 22.194 19.715
O 2.920 22.269 19.847
C 2.350 21.178 19.323
O 1.205 20.891 19.466
O 3.242 20.460 18.614
H 5.294 20.200 17.007
H 6.380 21.280 17.851
H 5.030 22.016 17.036
H 5.044 20.139 19.462
H 4.698 23.131 19.294
H 4.731 22.070 20.728
C 0.201 15.874 25.227
C -0.532 15.543 23.955
C -2.054 15.744 24.023
O -2.364 16.466 22.839
C -1.232 16.885 22.243
O -1.205 17.592 21.286
O -0.148 16.490 22.935
H 1.262 15.648 25.111
H -0.132 15.187 26.011
H 0.065 16.915 25.502
H -0.290 14.551 23.573
H -2.369 16.328 24.889
H -2.555 14.778 24.086
C -3.900 20.397 15.098
C -2.945 21.444 15.602
C -3.641 22.508 16.471
O -2.902 22.535 17.686
C -1.969 21.567 17.681
O -1.227 21.338 18.576
O -2.104 20.792 16.587
H -3.465 19.459 14.760
H -4.473 20.792 14.245
H -4.700 20.179 15.809
H -2.345 21.904 14.822
H -4.703 22.396 16.687
H -3.564 23.496 16.003
C 5.072 20.813 23.761
C 4.414 19.754 22.890
C 4.060 18.497 23.703
O 2.698 18.229 23.352
C 2.210 19.226 22.608
O 1.135 19.221 22.101
O 3.113 20.217 22.472
H 5.945 20.376 24.244
H 4.325 21.175 24.461
H 5.445 21.625 23.138
H 4.990 19.543 21.989
H 4.100 18.693 24.775
H 4.663 17.620 23.485
C -5.898 17.837 17.576
C -5.838 18.935 18.623
C -6.031 18.350 20.050
O -4.704 18.394 20.593
C -3.953 19.238 19.876
O -2.884 19.638 20.194
O -4.539 19.518 18.695
H -5.919 18.190 16.547
H -6.816 17.275 17.763
H -5.066 17.142 17.713
H -6.575 19.703 18.397
H -6.334 17.310 20.041
H -6.656 18.986 20.675
C -3.980 21.544 26.548
C -2.627 21.115 26.037
C -2.383 19.623 26.349
O -1.789 19.124 25.136
C -1.924 20.046 24.168
O -1.528 19.935 23.052
O -2.530 21.154 24.623
H -4.793 21.161 25.936
H -4.075 22.630 26.627
H -4.120 21.230 27.587
H -1.839 21.698 26.515
H -3.281 19.040 26.549
H -1.684 19.511 27.176
C -0.356 16.620 14.653
C 0.423 17.263 15.755
C 0.827 18.740 15.548
O 0.655 19.301 16.849
C -0.047 18.468 17.623
O -0.480 18.729 18.695
O -0.271 17.285 16.997
H 0.219 16.591 13.729
H -1.338 17.061 14.462
H -0.602 15.589 14.925
H 1.373 16.731 15.888
H 0.187 19.276 14.842
H 1.854 18.866 15.215

As for the energy relative to the best compared isomer or geometry (same formula, charge and spin): 76.1 kJ/mol. Its charge is +1. As for the orbital gap: 8.41 eV. The total energy is -3630.2801 a.u. The strongest force on any atom comes out at 1.77 eV Å⁻¹. For the HOMO energy, the calculation gives -9.862 eV.



Entry from the OMol25 dataset: a gas-phase ion, C3H8NO2 (charge +1) (wB97M-V/def2-TZVPD).

Atoms and positions in Å:
C 0.097 -0.623 0.668
C -0.184 0.273 -0.558
C -0.595 1.661 -0.155
O -1.797 2.119 -0.571
O 0.172 2.360 0.454
N 0.966 -1.784 0.207
H -0.827 -1.009 1.085
H 0.680 -0.068 1.399
H 0.687 0.295 -1.211
H -0.954 -0.179 -1.195
H -1.655 3.073 -0.435
H 0.452 -2.331 -0.487
H 1.816 -1.462 -0.255
H 1.142 -2.325 1.055

As for the energy relative to the best compared isomer or geometry (same formula, charge and spin): 75.2 kJ/mol. Its charge is +1. As for the orbital gap: 10.50 eV. The total energy is -324.0986 a.u. The strongest force on any atom comes out at 1.78 eV Å⁻¹. For the HOMO energy, the calculation gives -14.569 eV. The SMILES is [NH3+]CCC(=O)O.



Entry from the OMol25 dataset: 2 unconnected molecules or ions with the total composition C2H2IN (wB97M-V/def2-TZVPD).

Atoms and positions in Å:
C -0.931 -0.857 0.037
C -0.377 0.407 -0.049
N -1.509 -1.884 -0.055
I 2.999 0.689 0.025
H 0.624 0.553 -0.582
H -0.805 1.092 0.625

As for the energy relative to the best compared isomer or geometry (same formula, charge and spin): 289.1 kJ/mol. As for the orbital gap (spin up / spin down): 4.98 / 4.97 eV. The total energy is -429.7152 a.u. The strongest force on any atom comes out at 3.07 eV Å⁻¹. For the HOMO energy (spin up / spin down), the calculation gives -9.295 / -9.289 eV.



Entry from the OMol25 dataset: a molecular structure, C40H36N4O6PRuS4 (wB97M-V/def2-TZVPD).

Atoms and positions in Å:
Ru 0.295 -0.566 0.564
O -1.669 -0.677 2.183
C -1.181 -0.819 3.508
C -0.029 0.115 3.682
C 0.257 0.667 4.919
C 1.417 1.407 5.072
C 2.256 1.557 3.985
C 1.885 0.991 2.780
N 0.751 0.304 2.613
H -2.232 -1.434 1.993
H -0.821 -1.843 3.672
H -1.963 -0.600 4.241
H -0.419 0.505 5.748
H 1.662 1.854 6.026
H 3.172 2.126 4.047
H 2.518 1.083 1.911
C 1.114 4.757 -3.726
C 2.297 4.060 -3.551
C 2.368 3.014 -2.641
C 1.248 2.644 -1.895
C 0.059 3.342 -2.092
C -0.004 4.391 -2.995
P 1.427 1.113 -0.872
C 3.207 1.078 -0.483
C 3.922 -0.105 -0.650
C 5.238 -0.192 -0.223
C 5.846 0.903 0.372
C 5.142 2.090 0.532
C 3.825 2.181 0.108
C 0.986 -0.139 -2.085
C 1.194 -0.164 -3.466
C 0.670 -1.217 -4.189
C -0.057 -2.212 -3.528
C -0.255 -2.176 -2.159
C 0.265 -1.122 -1.394
H 1.063 5.579 -4.429
H 3.179 4.329 -4.118
H 3.303 2.488 -2.524
H -0.834 3.055 -1.559
H -0.938 4.922 -3.126
H 3.435 -0.960 -1.111
H 5.778 -1.123 -0.343
H 6.871 0.834 0.713
H 5.616 2.947 0.992
H 3.276 3.108 0.237
H 1.734 0.633 -3.963
H 0.807 -1.266 -5.262
H -0.476 -3.031 -4.103
H -0.820 -2.971 -1.696
O -6.976 -4.732 -2.572
C -6.748 -5.291 -1.301
N -5.353 -5.293 -0.933
C -4.825 -4.306 -0.157
O -5.492 -3.398 0.301
C -3.354 -4.395 0.113
C -2.616 -5.569 0.084
C -1.262 -5.512 0.365
C -0.692 -4.284 0.667
N -1.392 -3.149 0.705
C -2.690 -3.217 0.432
H -6.846 -3.779 -2.511
H -7.105 -6.317 -1.353
H -7.280 -4.752 -0.520
H -4.727 -5.870 -1.471
H -3.089 -6.521 -0.126
H -0.650 -6.402 0.361
H 0.364 -4.194 0.894
H -3.264 -2.295 0.424
C 3.068 -4.098 -1.730
O 2.353 -3.260 -0.823
C 2.771 -3.170 0.439
S 4.006 -4.071 1.059
S 1.854 -2.092 1.449
H 2.566 -3.965 -2.685
H 3.029 -5.136 -1.403
H 4.111 -3.792 -1.790
O 1.141 4.546 2.869
S 0.668 4.519 1.515
O 1.411 5.227 0.515
N 0.446 2.953 1.017
C -0.804 2.692 0.771
S -1.399 1.249 0.083
C -1.742 3.828 1.027
C -3.117 3.871 0.894
C -3.767 5.060 1.199
C -3.057 6.177 1.629
C -1.674 6.134 1.765
C -1.049 4.945 1.454
H -3.661 2.996 0.563
H -4.843 5.119 1.104
H -3.588 7.090 1.862
H -1.112 6.995 2.099

As for the energy relative to the best compared isomer or geometry (same formula, charge and spin): 151.5 kJ/mol. As for the orbital gap (spin up / spin down): 6.96 / 7.07 eV. The expectation value of S² is 0.77. The total energy is -4245.3243 a.u. The strongest force on any atom comes out at 2.18 eV Å⁻¹. As for the spin multiplicity: 2. For the HOMO energy (spin up / spin down), the calculation gives -7.654 / -7.549 eV.